## w
10
Properties=species:S:1:pos:R:3:lowdin_charge:R:1 method="wB97M-V/def2-TZVPD" homo_energy_ha=-0.33716 lumo_energy_ev=-0.65
C 0.303 0.627 0.394 -0.831
C -0.330 -1.585 -1.203 -1.057
H -0.079 2.186 1.797 0.138
H -0.774 2.394 0.327 0.052
H 1.064 -1.135 0.619 0.024
H 0.153 -2.099 -0.185 0.082
N 0.006 1.949 0.753 0.038
N 0.945 -0.193 1.126 0.047
S -0.224 0.214 -1.240 0.879
S -1.065 -2.356 -2.388 0.628



## x
10
Properties=species:S:1:pos:R:3:lowdin_charge:R:1 method="wB97M-V/def2-TZVPD" homo_energy_ha=-0.32495 lumo_energy_ev=-0.73
C -0.018 -0.921 -0.003 -0.311
C -0.958 0.184 -0.009 -1.135
H 2.956 0.031 0.012 0.090
H 1.525 1.134 0.004 0.010
H -0.474 -1.913 -0.013 0.082
H -3.111 0.811 0.037 -0.156
N 1.981 0.184 -0.003 0.027
N 1.294 -0.923 -0.010 -0.023
S -2.617 -0.388 -0.006 0.777
S -0.579 1.801 -0.008 0.639



The computed energies, referenced to the most stable structure and given in eV, are w 0.000; x 0.062.



## w
10
Properties=species:S:1:pos:R:3:lowdin_charge:R:1 method="wB97M-V/def2-TZVPD" homo_energy_ha="-0.30109 / -0.28525" lumo_energy_ev="-0.04 / -1.25"
C 0.684 0.438 -0.072 -0.279
C -0.645 0.224 0.543 -0.469
N 1.258 1.623 0.527 -0.114
N 0.780 2.403 1.242 0.056
S -3.095 1.462 1.867 0.044
S -1.537 1.891 0.711 0.343
H 1.281 -0.414 -0.145 0.102
H 0.643 0.824 -1.072 0.115
H -1.242 -0.442 -0.145 0.101
H -0.690 -0.076 1.678 0.100



## x
10
Properties=species:S:1:pos:R:3:lowdin_charge:R:1 method="wB97M-V/def2-TZVPD" homo_energy_ha=-0.33275 lumo_energy_ev=-0.92
C 1.400 1.085 -0.012 -0.453
C -1.655 -1.434 0.235 -0.966
H 1.635 -0.459 -1.492 0.063
H 2.027 1.731 0.733 0.131
H -0.365 2.125 0.941 0.224
H -0.999 -2.249 0.912 0.094
N 1.948 0.295 -0.845 0.063
N 0.126 0.916 0.603 -0.380
S -1.172 0.160 -0.379 0.775
S -2.945 -2.170 -0.695 0.449



The computed energies, referenced to the most stable structure and given in eV, are w 0.000; x 1.319.



## w
10
Properties=species:S:1:pos:R:3:lowdin_charge:R:1 method="wB97M-V/def2-TZVPD" homo_energy_ha=-0.32445 lumo_energy_ev=-0.84
C 0.537 -1.067 -0.517 -0.303
C -0.555 -0.111 -0.211 -1.245
H 1.720 0.147 1.409 0.113
H 3.222 -0.439 0.877 0.101
H 0.204 -1.956 -1.018 0.094
H 1.085 1.557 -0.587 -0.107
N 2.312 -0.066 0.553 -0.044
N 1.779 -0.948 -0.334 -0.058
S -0.189 1.576 -0.138 0.771
S -1.984 -0.648 0.273 0.678



## x
10
Properties=species:S:1:pos:R:3:lowdin_charge:R:1 method="wB97M-V/def2-TZVPD" homo_energy_ha="-0.30755 / -0.33640" lumo_energy_ev="-2.74 / -1.08"
C -0.707 0.685 -0.085 -0.924
C 0.108 -0.383 0.727 -0.336
N -1.598 0.190 -0.824 0.079
N 1.115 -0.860 -0.127 -0.568
S -0.114 2.247 0.170 0.765
S 2.608 -0.256 -0.145 0.640
H 0.555 0.071 1.612 0.084
H -0.610 -1.161 0.992 0.122
H -2.137 0.843 -1.379 0.046
H 0.780 -1.376 -0.940 0.091



## y
10
Properties=species:S:1:pos:R:3:lowdin_charge:R:1 method="wB97M-V/def2-TZVPD" homo_energy_ha=-0.31137 lumo_energy_ev=0.06
C -1.341 1.376 -0.110 -0.641
C 2.132 -0.925 -0.184 -0.090
H -1.044 -1.044 0.765 -0.105
H -1.682 2.500 -0.417 0.128
H 3.034 -0.189 -0.325 0.101
H 2.299 -1.956 -0.224 0.034
N -2.373 0.669 -0.076 -0.528
N 0.894 -0.578 0.222 -0.419
S -2.332 -0.959 0.100 0.692
S 0.414 1.106 0.248 0.829



The computed energies, referenced to the most stable structure and given in eV, are w 0.000; x 0.577; y 1.363.



## w
20
Properties=species:S:1:pos:R:3:lowdin_charge:R:1 method="wB97M-V/def2-TZVPD" homo_energy_ha=-0.32360 lumo_energy_ev=1.18
C 2.552 -0.028 -0.486 -0.110
C 1.169 -0.604 -0.638 -0.147
C 0.015 0.051 -0.477 -0.345
C -0.049 1.514 -0.125 -0.058
C -1.308 -0.641 -0.732 -0.229
C -2.329 -0.476 0.396 -0.115
H 2.626 0.651 0.370 0.063
H 3.295 -0.817 -0.342 0.066
H 2.852 0.534 -1.380 0.079
H 1.118 -1.647 -0.951 0.100
H 0.777 -0.704 2.432 0.036
H 0.168 -0.363 2.692 0.030
H -0.734 1.709 0.708 0.067
H 0.929 1.923 0.141 0.065
H -0.428 2.091 -0.979 0.090
H -1.127 -1.708 -0.906 0.104
H -1.742 -0.248 -1.664 0.113
H -2.589 0.577 0.544 0.062
H -3.254 -1.023 0.179 0.071
H -1.920 -0.853 1.340 0.058



## x
20
Properties=species:S:1:pos:R:3:lowdin_charge:R:1 method="wB97M-V/def2-TZVPD" homo_energy_ha=-0.23408 lumo_energy_ev=-1.77
C -0.058 1.673 1.426 -0.127
C 0.085 0.209 1.716 -0.310
C 0.485 -0.601 0.511 -0.099
C -0.631 -1.351 -0.253 -0.217
C -0.326 -1.401 -1.785 -0.255
C 0.000 0.048 -2.183 -0.097
H -0.717 2.181 2.117 0.068
H 0.996 2.092 1.617 -0.102
H -0.393 1.884 0.354 0.111
H 0.844 -0.034 2.509 0.106
H -0.800 -0.291 2.135 0.127
H 1.429 -1.042 0.758 0.084
H 1.684 2.618 2.040 0.137
H -1.489 -0.712 -0.159 0.094
H -0.895 -2.422 0.068 0.132
H 0.533 -1.993 -1.919 0.084
H -1.182 -1.706 -2.382 0.099
H 0.540 0.219 -1.170 0.067
H -0.851 0.552 -2.489 0.053
H 0.747 0.078 -2.911 0.046



The computed energies, referenced to the most stable structure and given in eV, are w 0.000; x 6.853.



## w
20
Properties=species:S:1:pos:R:3:lowdin_charge:R:1 method="wB97M-V/def2-TZVPD" homo_energy_ha=-0.35661 lumo_energy_ev=1.25
C 2.808 -2.095 -1.571 -0.116
C 3.485 -3.461 -1.363 -0.326
C 2.565 -4.490 -0.752 -0.139
H 3.394 -1.219 -1.361 0.058
H 1.968 -2.063 -0.870 0.065
H 2.335 -2.067 -2.543 0.064
H 4.382 -3.322 -0.766 0.092
H 3.904 -3.829 -2.304 0.095
H 1.562 -4.431 -1.175 0.071
H 2.953 -5.503 -0.890 0.067
H 2.452 -4.399 0.331 0.071
C -3.276 4.356 0.322 -0.123
C -3.617 3.426 1.487 -0.236
C -2.673 3.023 2.309 -0.034
H -2.605 3.874 -0.386 0.070
H -4.140 4.740 -0.214 0.058
H -2.819 5.251 0.755 0.070
H -4.617 3.021 1.369 0.088
H -2.811 2.401 3.187 0.048
H -1.647 3.360 2.204 0.059



## x
20
Properties=species:S:1:pos:R:3:lowdin_charge:R:1 method="wB97M-V/def2-TZVPD" homo_energy_ha=-0.39216 lumo_energy_ev=1.15
C 1.078 0.301 -2.033 -0.112
C 1.003 -0.916 -1.117 -0.265
C -0.204 -0.901 -0.201 -0.212
C -0.515 0.387 0.630 -0.483
C -1.955 0.297 1.087 -0.089
C 0.532 0.688 1.658 -0.084
H 1.875 0.998 -1.764 0.066
H 1.376 0.023 -3.048 0.065
H 0.201 0.976 -2.074 0.074
H 1.885 -1.183 -0.573 0.092
H 0.977 -1.806 -1.757 0.102
H -0.133 -1.787 0.474 0.120
H -1.153 -1.188 -0.693 0.113
H -0.524 1.248 -0.084 0.120
H -2.183 0.922 1.941 0.070
H -2.077 -0.709 1.447 0.071
H -2.577 0.663 0.250 0.091
H 1.520 0.643 1.166 0.076
H 0.404 1.564 2.297 0.072
H 0.470 -0.221 2.394 0.114



The computed energies, referenced to the most stable structure and given in eV, are w 0.647; x 0.000.



## w
20
Properties=species:S:1:pos:R:3:lowdin_charge:R:1 method="wB97M-V/def2-TZVPD" homo_energy_ha=-0.39379 lumo_energy_ev=1.22
C -2.105 1.472 -0.829 -0.103
C -1.612 0.053 -0.504 -0.266
C -0.173 -0.280 -0.955 -0.206
C 0.819 0.535 -0.078 -0.227
C 1.273 -0.175 1.187 -0.272
C 1.891 -1.568 1.005 -0.119
H -2.865 1.652 -1.584 0.066
H -2.476 1.853 0.123 0.067
H -1.237 2.098 -1.055 0.060
H -1.610 -0.223 0.559 0.097
H -2.322 -0.695 -0.891 0.100
H -0.044 -1.356 -0.899 0.093
H -0.013 0.049 -1.981 0.104
H 0.425 1.533 0.122 0.096
H 1.702 0.800 -0.679 0.107
H 1.952 0.342 1.866 0.099
H 0.356 -0.329 1.788 0.103
H 2.557 -1.682 0.143 0.074
H 1.107 -2.279 0.709 0.061
H 2.374 -1.798 1.953 0.068



## x
20
Properties=species:S:1:pos:R:3:lowdin_charge:R:1 method="wB97M-V/def2-TZVPD" homo_energy_ha=-0.28960 lumo_energy_ev=0.71
C -1.331 -1.530 -0.912 -0.118
C -0.828 -0.096 -0.822 -0.325
C 1.230 0.692 0.841 -0.118
C 0.569 -0.012 -1.504 -0.146
C 0.401 1.909 1.015 -0.187
C 0.817 -0.486 1.634 -0.184
H -0.770 -2.180 -0.227 0.068
H -1.184 -1.912 -1.926 0.071
H -2.392 -1.612 -0.656 0.072
H -1.473 0.596 -1.375 0.110
H -0.949 0.217 0.218 0.046
H 0.343 -0.295 -2.533 0.073
H 1.056 0.968 -1.545 0.064
H 1.326 -0.720 -1.143 0.072
H 0.352 2.516 0.102 0.081
H 1.047 2.476 1.700 0.093
H -0.608 1.834 1.455 0.076
H 1.105 -1.437 1.168 0.075
H -0.214 -0.563 2.024 0.080
H 1.506 -0.364 2.485 0.097



The computed energies, referenced to the most stable structure and given in eV, are w 0.000; x 3.702.